No. 1
Formula: C38H107N7O12
Source: the OMol25 dataset
Level of theory: ωB97M-V with the def2-TZVPD basis set

Calculated values
- Gap between HOMO and LUMO: 9.001 eV
- Energy above the lowest of the compared OMol25 structures with the same formula, charge and spin: 3.149 eV
- E_HOMO: -8.5 eV
- SMILES: COC[C@H](C)N.COC[C@H](C)N.COC[C@H](C)N.COC[C@H](C)N.COC[C@H](C)N.COC[C@H](C)N.COC[C@H](C)N.CCO.CCO.CCO.CCO.CCO

Positions of all 164 atoms, in Å:
O 4.34245 -1.94576 -4.01168
O 0.42414 -2.85271 -4.32772
O -1.43836 -5.04960 3.82824
O -5.34251 1.44766 2.47977
O 3.66105 2.25450 -1.74038
O -4.28819 7.69847 1.98547
O 6.15418 -1.46781 1.96551
O -4.74777 -2.98417 0.28890
O 0.27329 4.36649 3.00578
O -2.86232 -7.30182 -0.65596
O -0.37878 0.63099 0.00965
O 1.44797 1.43054 -3.55616
N -3.50997 4.13564 2.67649
N 2.84878 0.79725 -5.89557
N -1.64162 -4.03402 0.67879
N 0.49171 -1.24752 -1.73302
N -2.50793 -0.91387 -0.72585
N 2.65365 1.80002 4.21283
N 4.33289 0.47161 1.29429
C 7.13655 -2.44232 2.14758
C -4.95327 0.44340 3.42068
C -4.14512 -0.42077 -2.42412
C -6.13271 -2.99617 0.63927
C 5.60980 0.46335 0.66879
C -4.30782 5.35992 2.18742
C 0.14710 1.25332 -4.00687
C -3.55041 -6.85795 -1.73201
C 3.49608 4.19221 -0.46139
C -0.34935 2.31192 -4.98745
C 3.54258 -0.86062 -4.21577
C -1.79738 -5.11326 -0.32805
C 4.37023 -2.28383 -2.65855
C -3.50923 6.62705 2.47224
C 3.36152 -0.55033 -5.67470
C -2.47711 -6.24135 0.29125
C -0.35829 -5.44631 -0.70231
C -4.51395 -2.38689 -0.99132
C -1.77510 -3.28363 -3.75136
C -3.63552 -0.24875 3.05273
C 6.67974 1.31826 1.38969
C 3.03737 3.52577 -1.69184
C -1.01958 -2.74688 4.49236
C 0.82530 -0.03884 0.42510
C 0.54801 5.54079 2.29960
C -3.94341 -0.99575 -1.01874
C 2.24545 -2.03208 -0.12269
C 1.38732 2.30113 3.74309
C 0.90934 -1.40430 -0.29569
C -5.65841 5.35037 2.93926
C -0.46766 -3.88590 -4.25814
C -0.40221 -4.13872 4.29926
C 1.51838 3.79320 3.39850
C -0.51815 1.90068 0.59594
C 0.27857 2.08760 4.78661
C 4.68784 -0.89377 -6.41485
C -3.65468 8.86701 1.65715
C 6.26172 -0.90266 0.67785
H -1.10243 -2.39812 5.50331
H -1.77075 -2.27122 -4.13923
H -0.12090 -4.72549 -3.61490
H -0.50309 -1.96944 3.86863
H -2.69992 -3.79923 -3.93452
H 1.45085 6.04811 2.66955
H -6.38833 5.87106 2.35509
H -3.68866 -0.67223 2.01838
H -2.94868 8.77173 0.79572
H 3.49580 0.30554 0.70765
H 0.03113 -4.54755 -1.23355
H 0.18686 -1.94682 0.22459
H 3.20504 4.05805 -2.65795
H -0.35445 6.17546 2.34530
H -0.70136 2.23950 4.32901
H 0.67165 5.21044 1.23316
H 1.66838 0.59860 0.19339
H -0.55070 1.93198 1.70577
H -1.36832 2.44120 0.18605
H 0.54016 -2.57395 -3.38226
H 2.41804 -2.28767 0.90967
H 4.23538 0.02287 2.19761
H -4.80859 0.84358 4.44615
H 0.29338 2.80137 5.60967
H -4.18149 -7.60943 -2.13988
H -3.71068 -2.99749 -1.46496
H -1.04887 -5.91750 3.63034
H 8.17881 -2.06574 1.96695
H 1.96159 3.38853 -1.53873
H 7.35587 -0.73360 0.44324
H -5.43072 -2.56068 -1.51780
H -2.48281 -3.43416 0.72981
H -2.39884 -4.70488 -1.14257
H -6.07755 -3.44998 1.62503
H 0.39766 2.55207 0.31995
H 0.22916 2.24496 -5.95978
H -3.62703 -0.93346 -3.22298
H -4.22225 -5.99877 -1.49134
H -2.15873 0.01770 -0.67091
H 0.19272 -5.58655 0.28315
H 5.05640 -1.89061 -6.37041
H -2.03057 -2.78860 4.13897
H -2.96439 -6.52253 -2.63237
H 2.55641 -0.99485 -3.77085
H 2.88038 2.09530 5.19042
H 6.92490 -3.22248 1.42410
H -0.52294 -1.27955 -1.72708
H -3.04406 9.21677 2.48139
H -1.61198 -3.24157 -2.62631
H 0.92474 -0.17904 1.50520
H -0.33926 -6.40416 -1.21340
H -4.57326 2.00197 2.22771
H 3.38262 -2.42609 -2.24483
H -3.36204 6.65464 3.60442
H -1.35754 2.15463 -5.31508
H -4.36331 9.58379 1.27531
H 4.00761 -0.02958 -3.68499
H 3.36859 2.28827 3.70092
H -5.69767 5.80985 3.90934
H -5.97192 4.32934 3.02888
H 5.54100 0.77410 -0.35709
H 0.01220 -4.54410 5.22125
H -1.80139 -6.72406 1.05872
H -4.56257 5.23399 1.09245
H 4.63968 -0.59233 -7.44346
H -3.37995 -6.00764 0.84454
H 2.31276 -2.86483 -0.79678
H -5.77249 -0.29894 3.45232
H -0.60701 -4.28389 -5.24380
H -6.61433 -3.64854 -0.11625
H -3.73750 0.53371 -2.38821
H 6.31537 2.29932 1.69625
H 3.31053 5.27404 -0.41322
H -6.60146 -2.02867 0.64300
H -2.88320 0.50795 3.15382
H 1.99886 4.32679 4.28882
H 6.92832 0.81940 2.32881
H 5.92867 -1.53506 -0.17665
H -3.50923 4.20499 3.69157
H 4.56715 4.00496 -0.33050
H 7.14994 -2.82445 3.17622
H 0.74037 -0.29208 -2.00972
H 5.47730 -0.35187 -5.89718
H 0.10168 0.29762 -4.51576
H -0.33542 3.32195 -4.58498
H 4.90367 -1.53938 -2.03613
H -0.40486 1.15751 -3.01014
H 2.25525 0.86287 -6.71192
H -2.34895 -1.28825 0.22206
H 2.60603 -1.22789 -6.13387
H 2.98465 -1.27987 -0.39423
H 7.60644 1.36600 0.78967
H 3.03589 1.74120 -2.32741
H 2.22884 3.86400 2.53101
H -4.47162 -0.42953 -0.22636
H -2.59322 4.11759 2.32880
H 0.38580 1.15484 5.23976
H -1.47784 -4.38039 1.60496
H 0.38018 -4.03997 3.51394
H -2.47148 6.54541 2.06652
H -5.16725 -0.21725 -2.70728
H 3.57215 1.47744 -5.92774
H 2.01354 1.45937 -4.33680
H 1.14651 1.74896 2.88462
H 3.00592 3.70589 0.33389
H -3.44391 -1.03707 3.79089
H 4.81873 -3.25888 -2.58344

---

No. 2
Formula: C38H108N8O14
Source: the OMol25 dataset
Level of theory: ωB97M-V with the def2-TZVPD basis set

Calculated values
- 2S+1: 2
- ⟨S²⟩: 0.750
- Gap between HOMO and LUMO (alpha / beta): 1.155 / 8.229 eV
- E_HOMO (alpha / beta): 0.5 / -6.6 eV
- Total charge: -1

Positions of all 168 atoms, in Å:
O -3.71590 -2.01265 2.80051
O -0.87922 -4.12280 -0.71173
O 2.67863 4.39505 3.23208
O -0.05433 0.24675 -0.98752
O -2.23760 0.00060 -2.62168
O -5.19202 0.30706 -2.69456
O 2.72906 4.48549 -3.38695
O -0.42413 2.37511 5.98427
O -3.94760 2.53199 1.81241
O -3.09357 4.29413 -2.78294
O 4.61408 -4.29230 3.89618
O 4.34258 -0.96078 -1.91226
O -0.58297 -2.30126 2.73298
O 0.00720 -2.89455 -5.34446
N 2.35312 -0.02000 5.21377
N -0.76750 4.69842 -4.58939
N -5.90733 -0.31714 3.04242
N -1.63462 -5.15970 -5.46391
N -3.41806 -4.48265 -3.31246
N 2.06892 -2.49054 3.67084
N 0.82972 4.70206 1.10887
N 5.97029 -4.18516 -2.60568
C -3.31163 -3.88204 -6.70700
C -2.80051 -1.85684 3.84517
C 5.79488 -2.84541 -2.10688
C 0.28338 3.09061 -3.17429
C -2.79808 -6.27612 -1.82710
C 6.91348 -2.08057 -2.68691
C -2.82291 3.91063 -1.43696
C -4.41140 0.06086 -1.46902
C 2.26961 5.69107 2.88253
C -6.52387 1.34921 1.33970
C -2.83895 3.23622 2.22086
C -0.41818 1.04469 0.15129
C 1.46728 1.08057 5.04994
C -1.38671 -2.74058 -5.65762
C -2.76209 -4.71354 -2.04388
C 0.55848 -1.68373 -4.86429
C 4.32651 -3.07467 3.14967
C 0.27256 4.58326 -3.57504
C -1.35291 -4.10884 -2.04001
C 3.04534 -0.42093 -1.75912
C 0.25039 1.08760 6.07414
C -1.86528 -4.01397 -6.34638
C 3.96224 -5.51262 3.47613
C 0.25786 3.55285 6.44644
C 2.90312 -1.39599 1.81148
C 0.39264 -3.51789 -0.49250
C 1.31025 1.23418 3.57227
C -3.16049 -0.75500 -1.82321
C -4.39022 1.63818 2.88242
C -1.47483 -1.30458 3.30373
C -0.23545 5.14950 3.27887
C 3.94889 4.96264 -3.91391
C 2.93016 -2.67906 2.58626
C 1.66562 4.93670 -4.19240
C 0.84470 5.61686 2.25540
C -5.39641 0.67307 2.13231
C 4.40321 -2.27323 -2.45015
C 3.82811 4.35155 4.01836
H -1.41937 0.68546 0.38934
H -0.69220 -5.02295 -5.12737
H 0.67463 2.10430 3.40800
H 0.55144 2.42725 -3.99660
H -1.89707 4.41959 -1.16886
H 2.51462 -3.51795 2.02797
H 1.60726 -1.85629 -4.62267
H 2.06614 1.91689 5.41054
H -5.10778 -0.93365 3.01500
H -7.21703 1.84748 2.01746
H 3.36844 -0.57187 2.35223
H -1.55511 4.59449 -3.96571
H 0.12107 5.18073 -2.67605
H -2.21151 -5.08377 -4.63836
H 0.04732 4.12641 3.52669
H -3.78113 -6.74178 -1.75725
H 3.14596 0.64168 -1.53818
H -4.09022 0.96279 -0.94799
H 2.28214 6.33877 3.75913
H 2.65728 -0.19372 6.16109
H 2.19205 -3.18801 4.39090
H -2.32897 3.76984 1.41882
H 7.00473 -1.05987 -2.31552
H -1.20901 5.29352 2.81032
H 5.39939 -4.75548 -1.99830
H 1.77874 4.52146 -5.19384
H 1.84916 -1.28442 1.55690
H -2.64190 2.84728 -1.28003
H -1.51807 -1.85216 -6.27532
H 6.88873 -4.50517 -2.33337
H -4.87009 2.19785 3.68528
H -1.93773 -2.51446 -4.74474
H 2.24318 -1.57626 4.06303
H 4.36768 -5.91466 2.54764
H 2.46405 -0.56542 -2.66980
H 1.19653 -4.08424 -0.96272
H -2.07214 2.62839 2.70111
H -2.68299 -2.81834 4.34497
H 0.59303 6.61667 1.90164
H 4.11429 -2.25956 -3.50107
H 0.33826 -2.05213 2.62878
H -2.47157 -0.08060 -3.54918
H -0.88914 -0.87824 4.11815
H 4.23549 -6.31800 4.15788
H 4.20115 3.33245 3.91657
H -3.29728 -2.63911 2.20562
H -0.68511 2.78635 -2.77737
H 1.70049 6.02015 -4.30656
H -7.01285 0.55549 0.77488
H -3.99726 4.07530 -3.02180
H 3.26765 0.09189 4.80000
H -0.74134 0.35784 -1.64878
H -0.09540 5.73556 4.18718
H -3.67492 -4.66045 -7.37796
H -2.64438 -1.13136 -0.93999
H 0.36640 0.87925 0.88965
H 0.48853 -3.58779 0.59102
H -3.43048 -4.25190 -1.31708
H 2.41317 -0.85135 -0.98246
H 2.26629 1.46728 3.10349
H 4.68903 4.89048 3.62283
H -0.73765 -4.63169 -2.77224
H 4.71035 -2.26901 3.77551
H 0.93468 0.31817 3.11623
H 4.80609 4.51360 -3.41223
H -4.39449 -4.73883 -3.27977
H 0.50062 -0.95426 -5.67215
H -0.54054 0.34868 5.94558
H 1.04647 3.77821 1.45475
H -3.12281 3.92417 3.01726
H -6.57578 -0.81873 2.47526
H 0.52413 -2.46363 -0.73612
H 5.04539 -3.18623 2.33796
H 4.01606 6.03466 -3.72851
H 6.89556 -1.99281 -3.77322
H 5.93879 -2.77141 -1.02896
H -1.23739 -4.13987 -7.22843
H 0.60654 0.94259 7.09405
H -3.33846 -3.56358 -3.72364
H -1.60263 -0.47810 2.60466
H -3.61540 -2.95315 -7.18969
H -3.58920 1.09941 3.38858
H 1.09341 3.72441 5.76783
H -0.40978 2.10957 -0.08121
H 3.01987 6.07670 2.19225
H 3.51425 -1.52040 0.91753
H 1.64642 4.81354 0.52519
H -0.25210 4.51597 6.42530
H 0.03205 -1.33376 -3.97632
H 3.69992 -2.91726 -1.92222
H -3.18908 -1.06842 4.48978
H 3.66325 4.65081 5.05343
H -6.06427 0.54300 -2.37034
H -6.09966 2.02514 0.59722
H -4.98159 -0.53461 -0.75601
H 2.87456 -5.44336 3.49235
H -0.87885 3.88874 -5.18279
H -1.43740 -3.09029 -2.41884
H -3.57327 4.19724 -0.70013
H 3.93997 4.87351 -5.00023
H 1.04127 2.88788 -2.41757
H -2.28977 -6.93474 -2.53132
H 7.88977 -2.50662 -2.45571
H -3.46179 -1.69873 -2.27784
H -2.26800 -6.49352 -0.89982
H -3.94755 -3.81182 -5.82452
H 0.65734 3.46606 7.45687
H -4.82839 0.10900 1.39252

---

What is the formula in the first record?
C38H107N7O12